[1]
{"formula": "C45H35IN5PSn", "method": "ωB97M-V/def2-TZVPD", "symbols": ["Sn", "C", "C", "C", "C", "C", "C", "N", "C", "C", "C", "C", "C", "C", "N", "N", "C", "C", "C", "C", "C", "N", "H", "H", "H", "H", "H", "H", "H", "H", "H", "H", "H", "H", "H", "N", "C", "C", "C", "C", "C", "C", "P", "C", "C", "C", "C", "C", "C", "C", "C", "C", "C", "C", "C", "H", "H", "H", "H", "H", "H", "H", "H", "H", "H", "H", "H", "H", "H", "H", "H", "I", "C", "C", "C", "C", "C", "C", "C", "C", "C", "C", "H", "H", "H", "H", "H", "H"], "xyz": [[0.347, -0.165, 0.313], [4.523, 3.143, 2.187], [3.223, 3.593, 2.331], [2.211, 3.108, 1.509], [2.483, 2.149, 0.539], [3.805, 1.728, 0.380], [4.813, 2.219, 1.190], [1.464, 1.584, -0.307], [1.683, 1.705, -1.650], [2.336, 2.822, -2.226], [2.497, 2.905, -3.581], [2.041, 1.892, -4.458], [1.425, 0.795, -3.943], [1.254, 0.689, -2.543], [0.759, -0.429, -1.932], [0.385, -1.417, -2.610], [0.012, -2.533, -1.827], [-0.171, -3.741, -2.481], [-0.448, -4.862, -1.718], [-0.525, -4.735, -0.336], [-0.352, -3.485, 0.226], [-0.110, -2.397, -0.508], [5.308, 3.524, 2.825], [2.987, 4.346, 3.072], [1.236, 3.566, 1.600], [4.047, 1.017, -0.399], [5.829, 1.878, 1.041], [2.695, 3.610, -1.579], [2.987, 3.777, -3.997], [2.191, 1.995, -5.523], [1.076, -0.013, -4.571], [-0.067, -3.779, -3.556], [-0.587, -5.824, -2.191], [-0.719, -5.588, 0.299], [-0.412, -3.341, 1.299], [-0.588, 1.781, 1.621], [-1.989, 1.718, 1.914], [-2.516, 2.256, 3.081], [-3.883, 2.211, 3.297], [-4.731, 1.641, 2.351], [-4.206, 1.085, 1.201], [-2.826, 1.114, 0.978], [-2.104, 0.273, -0.431], [-2.061, 1.382, -1.843], [-2.038, 2.756, -1.604], [-1.933, 3.641, -2.666], [-1.869, 3.157, -3.965], [-1.897, 1.789, -4.205], [-1.976, 0.898, -3.149], [-3.179, -1.128, -0.779], [-4.110, -1.087, -1.818], [-5.013, -2.128, -1.977], [-4.999, -3.203, -1.100], [-4.089, -3.236, -0.051], [-3.184, -2.203, 0.111], [-0.038, 1.969, 2.456], [-0.374, 2.501, 0.935], [-1.859, 2.719, 3.808], [-4.293, 2.633, 4.204], [-5.798, 1.625, 2.521], [-4.862, 0.614, 0.479], [-2.130, 3.142, -0.595], [-1.922, 4.706, -2.480], [-1.802, 3.849, -4.794], [-1.850, 1.415, -5.219], [-1.973, -0.166, -3.348], [-4.153, -0.243, -2.492], [-5.734, -2.093, -2.782], [-5.707, -4.012, -1.228], [-4.092, -4.064, 0.646], [-2.494, -2.227, 0.945], [-0.847, -1.057, 3.212], [1.104, -1.719, 3.598], [1.315, -2.223, 4.848], [2.583, -2.730, 5.195], [3.577, -2.736, 4.266], [3.367, -2.226, 2.962], [4.421, -2.293, 2.017], [4.250, -1.830, 0.749], [3.024, -1.239, 0.393], [1.980, -1.130, 1.274], [2.111, -1.664, 2.590], [0.516, -2.244, 5.575], [2.746, -3.120, 6.190], [4.552, -3.140, 4.508], [5.361, -2.732, 2.325], [5.048, -1.895, 0.021], [2.936, -0.844, -0.615]], "forces_ev_per_angstrom": [[0.359, 0.281, -0.110], [0.010, -0.029, -0.033], [-0.022, -0.001, 0.008], [0.029, 0.110, 0.007], [0.013, -0.010, 0.056], [0.032, 0.012, -0.007], [-0.001, 0.021, 0.024], [-0.027, -0.009, -0.243], [-0.005, 0.034, -0.029], [0.017, -0.026, 0.066], [-0.002, 0.011, -0.045], [-0.012, 0.034, -0.001], [0.008, -0.017, 0.013], [-0.049, 0.081, 0.013], [-0.054, -0.126, -0.041], [-0.049, -0.076, 0.035], [-0.054, 0.057, -0.058], [-0.007, -0.004, -0.004], [-0.008, 0.018, 0.021], [-0.010, -0.003, -0.014], [0.054, -0.024, 0.004], [0.126, -0.101, 0.016], [0.000, -0.001, 0.001], [0.010, 0.002, -0.004], [-0.084, -0.069, -0.047], [-0.009, 0.083, 0.017], [0.006, 0.006, 0.012], [-0.006, 0.000, -0.009], [0.000, -0.003, 0.005], [-0.002, -0.013, 0.002], [0.003, 0.004, -0.007], [-0.006, -0.005, 0.000], [0.006, 0.000, 0.001], [0.010, -0.006, -0.005], [0.019, -0.014, -0.020], [-0.158, -0.134, 0.136], [0.095, 0.273, -0.147], [-0.012, -0.031, -0.016], [-0.012, -0.015, -0.017], [0.000, 0.021, 0.045], [0.009, -0.052, 0.018], [-0.026, -0.004, 0.035], [-0.138, -0.101, 0.087], [0.060, 0.093, 0.076], [-0.001, 0.031, -0.035], [-0.016, -0.003, 0.026], [0.008, 0.007, -0.014], [0.037, 0.009, -0.018], [0.055, -0.018, 0.014], [-0.037, 0.030, -0.064], [0.006, 0.024, -0.011], [0.001, -0.018, 0.004], [0.012, 0.001, -0.008], [-0.015, 0.005, -0.015], [0.002, 0.011, 0.071], [0.003, 0.024, -0.048], [0.039, -0.027, -0.006], [-0.001, -0.004, -0.003], [-0.004, 0.005, -0.004], [0.001, -0.005, -0.001], [0.010, -0.002, 0.005], [-0.027, 0.006, -0.006], [0.003, 0.000, -0.005], [-0.002, -0.003, 0.002], [0.003, 0.006, 0.002], [0.009, -0.005, 0.007], [0.007, -0.003, 0.007], [0.003, 0.007, 0.001], [-0.004, 0.003, 0.003], [0.001, -0.002, 0.000], [-0.065, 0.041, -0.025], [-0.049, -0.169, 0.125], [0.000, 0.017, -0.147], [0.067, -0.012, -0.006], [-0.009, 0.006, -0.016], [-0.019, 0.000, 0.031], [0.063, -0.011, -0.035], [-0.056, 0.033, -0.010], [0.031, -0.044, 0.033], [-0.045, 0.012, -0.093], [0.015, -0.169, 0.288], [-0.103, 0.010, 0.114], [-0.004, -0.003, -0.005], [0.002, 0.000, -0.002], [0.000, 0.000, -0.005], [-0.002, -0.002, 0.001], [-0.001, 0.001, -0.005], [-0.031, -0.051, 0.019]], "mulliken_charge": [1.99, -0.58, -1.07, -0.56, -0.38, 0.60, -1.09, 0.31, 0.47, -0.78, -0.67, -0.81, -0.70, 0.24, 1.82, -1.49, -0.03, -0.84, -0.56, -0.92, -0.44, 0.61, 0.46, 0.46, 0.66, 0.58, 0.43, 0.63, 0.48, 0.48, 0.54, 0.62, 0.46, 0.52, 0.32, 0.39, -0.84, -0.49, -0.81, -0.81, -1.13, 0.59, 2.48, 0.65, -0.73, -0.92, -0.70, -0.94, -0.38, 0.39, -0.49, -0.78, -0.73, -0.71, -0.23, 0.43, 0.26, 0.51, 0.46, 0.49, 0.54, 0.42, 0.50, 0.46, 0.46, 0.57, 0.54, 0.48, 0.44, 0.50, -0.04, 0.31, 0.63, -0.78, -0.83, -0.94, 0.97, -0.91, -1.25, -0.75, 0.71, -0.64, 0.48, 0.43, 0.44, 0.43, 0.50, 0.63], "e_lumo_ev": -6.507, "relative_energy_kcal_mol": 0.0, "charge": 2, "homo_ev": -12.7, "orbital_gap_ev": 6.189}

---

[2]
{"formula": "C45H35N2ORuS4", "method": "ωB97M-V/def2-TZVPD", "symbols": ["Ru", "C", "C", "C", "C", "C", "C", "C", "C", "C", "C", "C", "C", "C", "C", "C", "N", "H", "H", "H", "H", "H", "H", "H", "H", "H", "H", "C", "C", "C", "C", "C", "C", "C", "C", "S", "C", "N", "C", "C", "C", "C", "C", "C", "C", "C", "H", "H", "H", "H", "H", "H", "H", "H", "H", "H", "H", "H", "H", "H", "H", "H", "O", "C", "C", "C", "C", "C", "S", "C", "C", "C", "C", "S", "C", "C", "C", "C", "S", "H", "H", "H", "H", "H", "H", "H", "H", "H"], "xyz": [[-0.089, -0.268, -0.086], [3.210, -0.807, 2.655], [3.255, 0.426, 3.293], [2.404, 1.446, 2.890], [1.505, 1.240, 1.855], [1.451, -0.003, 1.215], [2.309, -1.019, 1.620], [0.633, 2.318, 1.337], [0.443, 3.546, 2.008], [-0.298, 4.520, 1.419], [-0.830, 4.329, 0.124], [-1.530, 5.346, -0.569], [-1.985, 5.130, -1.835], [-1.743, 3.888, -2.467], [-1.078, 2.888, -1.815], [-0.627, 3.077, -0.489], [0.059, 2.073, 0.170], [3.874, -1.607, 2.960], [3.960, 0.597, 4.100], [2.465, 2.411, 3.380], [2.273, -1.990, 1.145], [0.874, 3.697, 2.990], [-0.463, 5.467, 1.926], [-1.677, 6.305, -0.081], [-2.510, 5.914, -2.369], [-2.083, 3.730, -3.486], [-0.848, 1.958, -2.313], [-5.740, 0.769, 1.343], [-5.783, 1.608, 0.054], [-5.155, 2.986, 0.327], [-7.241, 1.812, -0.362], [-4.979, 0.876, -1.028], [-5.567, 0.368, -2.201], [-4.844, -0.343, -3.143], [-3.492, -0.560, -2.902], [-2.319, -1.425, -3.855], [-1.116, -1.114, -2.687], [-1.532, -0.412, -1.659], [-2.896, -0.067, -1.749], [-3.625, 0.662, -0.823], [0.299, -1.487, -2.729], [0.875, -2.159, -3.794], [2.243, -2.393, -3.793], [3.014, -1.940, -2.733], [2.428, -1.285, -1.653], [1.064, -1.057, -1.629], [-6.313, 1.268, 2.133], [-4.714, 0.629, 1.705], [-6.178, -0.222, 1.179], [-5.750, 3.526, 1.072], [-5.123, 3.588, -0.587], [-4.132, 2.902, 0.713], [-7.769, 2.351, 0.430], [-7.760, 0.859, -0.513], [-7.324, 2.405, -1.280], [-6.624, 0.524, -2.381], [-5.326, -0.723, -4.038], [-3.136, 1.000, 0.081], [0.260, -2.496, -4.625], [2.704, -2.915, -4.622], [4.085, -2.096, -2.741], [3.052, -0.956, -0.834], [-1.525, -0.526, 1.218], [-1.824, -1.632, 2.095], [-3.102, -2.342, 1.644], [-4.047, -1.903, 0.772], [-5.123, -2.834, 0.592], [-4.960, -3.959, 1.334], [-3.510, -3.907, 2.240], [-2.020, -1.029, 3.480], [-3.087, -1.094, 4.319], [-2.914, -0.312, 5.509], [-1.722, 0.338, 5.533], [-0.805, 0.012, 4.126], [-0.657, -2.620, 2.097], [0.071, -3.135, 3.114], [1.059, -4.088, 2.674], [1.059, -4.261, 1.332], [-0.160, -3.307, 0.586], [-4.005, -0.930, 0.293], [-5.972, -2.661, -0.062], [-5.612, -4.824, 1.401], [-3.974, -1.682, 4.105], [-3.651, -0.243, 6.303], [-1.329, 0.990, 6.305], [-0.082, -2.855, 4.150], [1.731, -4.616, 3.345], [1.684, -4.913, 0.732]], "forces_ev_per_angstrom": [[-0.309, 0.242, 0.328], [0.023, 0.061, 0.065], [-0.015, 0.006, -0.004], [0.183, 0.032, 0.190], [-0.179, 0.230, -0.133], [0.039, -0.238, -0.160], [-0.006, 0.015, 0.096], [0.051, -0.148, -0.039], [0.110, 0.012, 0.190], [-0.004, 0.174, 0.077], [-0.078, 0.031, 0.034], [0.054, 0.049, 0.153], [-0.061, -0.063, -0.211], [-0.106, 0.086, -0.037], [0.049, -0.086, 0.170], [0.156, -0.253, 0.097], [-0.239, 0.184, -0.278], [-0.043, 0.055, -0.005], [-0.061, -0.010, -0.072], [0.016, -0.066, -0.020], [0.002, -0.005, -0.014], [-0.052, -0.022, -0.135], [-0.004, -0.084, -0.050], [0.006, -0.106, -0.029], [0.049, -0.099, 0.052], [0.069, 0.034, 0.126], [-0.036, -0.116, -0.041], [-0.089, 0.039, 0.084], [0.046, 0.037, -0.024], [0.067, 0.017, -0.007], [-0.066, 0.001, -0.015], [-0.060, 0.188, -0.052], [-0.065, 0.000, 0.001], [-0.042, -0.044, -0.059], [-0.043, -0.047, -0.117], [-0.129, -0.166, -0.271], [0.087, 0.178, 0.163], [-0.623, 0.182, -0.107], [0.718, -0.135, -0.055], [0.132, 0.422, -0.202], [-0.246, 0.095, -0.029], [0.001, -0.108, -0.217], [-0.036, -0.003, -0.016], [0.038, 0.000, -0.022], [0.173, -0.061, -0.075], [-0.091, 0.148, 0.289], [0.085, -0.044, -0.123], [-0.212, 0.062, -0.018], [0.049, 0.163, 0.067], [0.087, -0.096, -0.099], [-0.006, -0.028, 0.064], [-0.143, -0.004, -0.061], [0.042, -0.051, -0.072], [0.063, 0.120, 0.022], [0.017, -0.082, 0.134], [0.133, -0.009, 0.013], [0.058, 0.042, 0.106], [0.037, 0.079, 0.009], [0.097, 0.044, 0.063], [-0.019, 0.021, 0.034], [-0.015, -0.016, -0.007], [0.027, 0.009, 0.004], [0.227, -0.516, 0.127], [-0.002, 0.123, 0.231], [0.241, -0.063, -0.123], [-0.209, 0.030, -0.060], [0.139, 0.261, -0.070], [-0.038, -0.137, 0.033], [0.144, -0.122, 0.138], [0.121, 0.193, -0.189], [-0.225, 0.008, 0.283], [-0.248, -0.204, -0.113], [0.056, 0.038, 0.028], [0.211, 0.075, -0.020], [-0.286, 0.071, -0.356], [0.288, -0.239, 0.266], [-0.125, 0.192, 0.442], [-0.026, -0.044, -0.265], [-0.160, -0.058, -0.109], [-0.014, -0.799, 0.358], [0.136, -0.013, 0.096], [0.169, 0.212, -0.020], [0.117, 0.099, 0.038], [0.132, -0.039, -0.171], [-0.087, -0.138, -0.167], [0.036, -0.066, -0.139], [-0.154, 0.126, -0.122], [-0.128, 0.139, 0.129]], "mulliken_charge": [-1.19, -1.23, -1.15, -0.42, 0.07, 0.81, 0.51, 1.41, -1.12, -1.08, 1.17, -0.83, -0.76, -0.55, -0.39, 0.19, 0.11, 0.49, 0.43, 0.37, 0.89, 0.37, 0.47, 0.43, 0.42, 0.45, 0.44, -1.51, 2.30, -1.54, -2.23, 0.82, -0.42, -1.34, 1.02, -0.44, 0.90, 1.13, -0.49, -0.88, 0.68, -0.86, -0.87, -0.86, -0.20, 0.15, 0.58, 0.16, 0.25, 0.48, 0.37, 0.20, 0.40, 0.44, 0.44, 0.56, 0.45, -0.38, 0.45, 0.41, 0.47, 0.59, -0.41, 3.80, -0.66, 0.23, -0.98, -0.78, -0.03, -0.98, -0.55, -0.79, -0.64, 0.35, -0.87, -0.44, -0.69, -0.70, 0.08, -0.53, 0.49, 0.45, 0.57, 0.41, 0.47, 0.66, 0.46, 0.52], "e_lumo_ev": [-2.917, -4.628], "s_squared": 6.03, "relative_energy_kcal_mol": 8.4, "multiplicity": 5, "charge": 1, "homo_ev": [-10.9, -10.9], "orbital_gap_ev": [7.936, 6.258]}

---

Computed values of largest force on an atom (unit: eV Å⁻¹) for the preceding records, in sequence: 0.47 0.88.
Computed values of E_tot (unit: eV) for the preceding records, in sequence: -77891.905 -98177.431.